# 1
Entry from OMol25: an isolated molecule of C7H6BrNO3 at a distorted geometry (ωB97M-V/def2-TZVPD).

```
18
C7H6BrNO3, DFT ωB97M-V/def2-TZVPD
O 1.869 2.706 1.426
N 0.712 2.804 1.708
O 0.243 3.453 2.602
C -0.521 2.287 0.616
O -1.620 2.564 1.365
Br -0.129 3.591 -0.840
C -0.141 0.994 0.161
C -1.112 -0.067 0.305
C -0.788 -1.332 -0.126
C 0.411 -1.499 -0.852
C 1.309 -0.476 -1.003
C 1.107 0.758 -0.446
H -1.366 3.233 2.044
H -2.024 -0.126 0.832
H -1.526 -2.177 -0.039
H 0.557 -2.432 -1.494
H 2.260 -0.720 -1.494
H 1.763 1.567 -0.333
```

relative energy (zero: lowest compared OMol25 entry of this formula, charge and spin) = 37.1 kJ/mol
lowest unoccupied orbital energy = -0.3 eV
SMILES string = O=[N+]([O-])[C@@](O)(Br)c1ccccc1
calculated total energy = -3124.69962 Ha
frontier orbital gap = 9.22 eV

=====

# 2
Entry from OMol25: a structure of composition C7H6ClI3NO at a distorted geometry (ωB97M-V/def2-TZVPD).

```
19
C7H6ClI3NO, DFT ωB97M-V/def2-TZVPD
C -0.423 -0.604 -1.145
C 0.923 -0.641 -0.681
C -1.052 0.512 -0.682
C -0.243 1.430 0.069
C -2.503 0.918 -0.688
C 2.595 0.366 0.632
C 1.262 0.453 0.075
N 3.118 0.930 1.670
O -2.929 1.746 0.035
Cl -3.671 0.163 -1.827
I 0.121 3.104 -1.046
I -0.687 1.292 2.150
I -3.299 -3.439 -0.510
H -0.832 -1.520 -1.702
H 1.554 -1.397 -0.853
H 3.044 -0.503 0.137
H 3.936 0.503 1.988
H 2.678 1.654 2.236
H -3.592 -4.966 0.143
```

relative energy (zero: lowest compared OMol25 entry of this formula, charge and spin) = 0.5 kJ/mol
lowest unoccupied orbital energy = -5.8 eV
net charge = +1
calculated total energy = -1753.25725 Ha
frontier orbital gap = 6.59 eV

=====

# 3
Entry from OMol25: a structure of composition C7H6ClO4 at a distorted geometry (ωB97M-V/def2-TZVPD).

```
18
C7H6ClO4, DFT ωB97M-V/def2-TZVPD
C -0.988 1.192 1.113
C 0.238 1.805 0.680
C -1.595 0.118 0.514
C 1.097 1.144 -0.043
C 1.106 -1.457 0.696
C -0.991 -0.580 -0.603
C 0.514 -0.719 -0.546
O 2.029 -2.118 0.233
O 0.648 -1.335 1.815
O -1.387 -0.095 -1.968
O 1.105 -1.173 -1.642
Cl 2.731 1.690 -0.362
H -1.459 1.483 2.070
H 0.436 2.871 0.969
H -2.606 -0.255 0.695
H -1.321 -1.540 -0.597
H -1.349 0.862 -1.973
H 1.793 -1.893 -1.052
```

lowest unoccupied orbital energy (spin up / spin down) = 3.5 / 1.5 eV
net charge = -1
spin multiplicity = 3
calculated total energy = -1031.36043 Ha
frontier orbital gap (spin up / spin down) = 5.52 / 6.26 eV